Arrangement i

Molecular formula: C3H6O2S2
Method: DFT, ωB97M-V/def2-TZVPD

Calculated values
HOMO energy, eV: -8.5
Orbital gap, eV: 7.6

The geometry in ORCA input format:
```
! RIJCOSX wB97M-V def2-TZVPD def2/J DEFGRID3
* xyz 0 1
C -1.23988 -0.16873 0.15881
C 0.16093 -0.79660 1.75891
C 1.12511 0.57426 -1.89240
O -1.17057 1.08697 0.57332
O -0.87998 -1.22219 0.90380
S -2.81869 0.57475 0.11265
S -0.28986 -0.52442 -1.96154
H -0.25821 0.10469 2.43296
H 0.91034 -0.46577 1.12417
H 0.37981 -1.68969 2.34675
H 1.80818 0.26727 -1.16931
H 0.72848 1.54771 -1.55055
H 1.54433 0.71177 -2.83757
*
```

Arrangement ii

Molecular formula: C3H6O2S2
Method: DFT, ωB97M-V/def2-TZVPD

Calculated values
HOMO energy, eV: -8.1
Orbital gap, eV: 7.8

The geometry in ORCA input format:
```
! RIJCOSX wB97M-V def2-TZVPD def2/J DEFGRID3
* xyz 0 1
C -0.38187 0.56050 0.10952
C 0.47247 -0.03432 2.38240
C -0.03267 -0.89656 -2.37912
O 0.40958 1.65165 0.16560
O -0.34669 -0.19141 1.17015
S 0.19823 0.70429 -2.68149
S -1.38106 -1.72138 -1.72442
H -0.16841 0.60657 3.01975
H 1.31977 0.63115 2.04831
H 0.68800 -1.03341 2.71960
H 0.79201 -1.62298 -2.80135
H 0.50648 1.99271 -0.72435
H -2.07586 -0.64680 -1.30460
*
```

Most stable to least stable, the ends of the list are arrangement ii and arrangement i.

Arrangement i

Molecular formula: C3H6O2S2
Method: DFT, ωB97M-V/def2-TZVPD

Calculated values
HOMO energy, eV: -9.7
Orbital gap, eV: 10.2
SMILES: O=S1(=O)C[C@@H]1CS

The geometry in ORCA input format:
```
! RIJCOSX wB97M-V def2-TZVPD def2/J DEFGRID3
* xyz 0 1
O -1.84792 -2.18515 -0.41354
S -1.07899 -1.08964 -0.86564
O -0.75549 -0.95160 -2.23324
C -1.24190 0.25990 0.21590
C 0.11527 -0.47540 0.31402
C 1.25749 0.30035 -0.21885
S 1.43746 1.89933 0.62882
H -1.88309 0.09432 1.17208
H -1.25218 1.22582 -0.25205
H 0.03424 -0.92436 1.31515
H 0.99991 0.63986 -1.35701
H 2.17847 -0.33736 -0.12288
H 2.03672 1.54393 1.81722
*
```

Arrangement ii

Molecular formula: C3H6O2S2
Method: DFT, ωB97M-V/def2-TZVPD

Calculated values
HOMO energy, eV: -9.4
Orbital gap, eV: 10.0
SMILES: OC[C@@]1(S)O[C@H]1S

The geometry in ORCA input format:
```
! RIJCOSX wB97M-V def2-TZVPD def2/J DEFGRID3
* xyz 0 1
O -0.05365 0.67051 -2.19689
C 0.46663 0.80361 -0.90842
C -0.29802 0.01936 0.12198
S -2.27496 0.23912 -0.30469
O 0.08905 -1.31115 0.37741
C -0.03782 -0.47327 1.46541
S 1.39613 -0.05112 2.37189
H -0.04228 -0.22872 -2.37581
H 1.60531 0.61363 -0.73547
H 0.58566 1.89190 -0.64030
H -2.25552 -0.27651 -1.51200
H -0.95281 -0.66525 2.05276
H 1.77228 -1.23211 2.28413
*
```

Most stable to least stable, the ends of the list are arrangement ii and arrangement i.

Arrangement i

Molecular formula: C40H67N9O8S
Method: DFT, ωB97M-V/def2-TZVPD

Calculated values
HOMO energy, eV: -7.8
Orbital gap, eV: 8.3

The geometry in ORCA input format:
```
! RIJCOSX wB97M-V def2-TZVPD def2/J DEFGRID3
* xyz 0 1
C -18.68724 7.30856 33.04862
O -18.55814 5.90976 33.16318
C -17.52361 5.55907 34.07164
C -17.50289 4.04462 34.12120
N -17.40706 3.54726 32.68256
H -18.04141 4.04253 32.05230
H -16.45039 3.80790 32.30815
C -17.53252 2.06076 32.62990
C -17.88268 1.63903 31.20431
O -18.93526 2.41927 30.71479
C -19.66112 1.86132 29.61434
H -18.61399 7.86929 33.98561
H -19.57674 7.58632 32.49168
H -17.82544 7.69178 32.47890
H -17.71571 6.01251 35.04454
H -16.56062 5.88826 33.67221
H -18.43327 3.58116 34.43521
H -16.60902 3.65085 34.58994
H -18.44778 1.89100 33.20907
H -16.75421 1.47567 33.10610
H -18.06453 0.56332 31.17179
H -17.00037 1.89133 30.59826
H -18.95953 1.89161 28.77683
H -20.52550 2.48202 29.40221
H -19.98668 0.85828 29.89422
C -9.46240 8.50499 34.73507
O -10.06746 7.97891 33.56129
C -9.69668 6.63458 33.35128
C -9.96842 6.22186 31.93779
N -11.40928 6.55022 31.57166
H -11.84621 5.62014 31.71640
H -11.83219 7.15350 32.28634
C -11.76970 6.95979 30.13973
C -11.26876 8.34568 29.87318
O -9.87983 8.43295 29.69410
C -9.49170 9.65197 29.10856
H -8.37725 8.52605 34.65518
H -9.72737 7.92903 35.62981
H -9.96063 9.46063 34.87753
H -10.23401 6.00731 34.07775
H -8.63543 6.47076 33.57173
H -9.65846 5.22199 31.63811
H -9.41167 6.87168 31.25472
H -12.85225 6.93792 30.24804
H -11.34995 6.19285 29.49406
H -11.58840 9.08464 30.61520
H -11.79707 8.62369 28.94541
H -10.04275 9.72997 28.16382
H -8.41737 9.71113 28.95446
H -9.73058 10.52758 29.72696
S -14.00129 3.78966 32.54994
O -14.37026 2.38378 32.38527
O -12.68562 4.14873 31.98408
O -15.02836 4.62783 31.87816
O -13.99863 4.14116 33.98301
N -15.09050 5.44193 29.16928
C -14.27146 5.18619 28.11361
C -14.34612 6.27835 27.24841
C -15.33045 7.13379 27.78532
C -15.70262 6.64452 29.01389
H -15.17126 4.77404 29.92807
H -13.75100 4.24707 28.04098
H -13.89056 6.31269 26.27252
H -15.67752 8.06595 27.36672
H -16.44232 7.05718 29.68009
N -14.55644 7.36915 32.54854
C -13.98096 7.54898 33.79174
C -13.70126 8.89363 33.88264
C -14.09506 9.51834 32.68436
C -14.59913 8.54221 31.85809
H -14.70498 6.46136 32.10803
H -13.74274 6.71756 34.42694
H -13.23645 9.42687 34.69679
H -14.11324 10.58694 32.53479
H -15.00505 8.51498 30.85972
N -10.74685 3.02255 30.34630
C -9.47088 2.88240 30.84102
C -8.61324 3.25440 29.87207
C -9.34459 3.66767 28.72543
C -10.67737 3.47346 29.06781
H -11.57356 2.75516 30.85075
H -9.35177 2.54307 31.85882
H -7.53488 3.30521 29.91137
H -8.95131 4.06121 27.80529
H -11.59723 3.68355 28.54429
N -13.15887 4.94406 36.60604
C -12.33762 5.98398 36.88748
C -12.35988 6.19478 38.23818
C -13.19152 5.22622 38.83256
C -13.77814 4.53800 37.76270
H -13.29824 4.49050 35.70821
H -11.80894 6.48876 36.09239
H -11.92453 7.03454 38.75966
H -13.37524 5.19237 39.89216
H -14.54253 3.78013 37.74308
N -11.18299 3.05471 34.31995
C -10.22530 3.16154 35.28523
C -9.76295 1.89353 35.50131
C -10.34314 1.02701 34.55349
C -11.21019 1.79457 33.79351
H -11.86776 3.74866 34.05457
H -10.00718 4.04850 35.85622
H -9.09032 1.58907 36.28976
H -10.11688 -0.02241 34.46274
H -11.88905 1.55054 32.99371
N -14.69641 1.56709 35.25516
C -14.35942 0.29920 34.90771
C -15.17122 -0.58013 35.58131
C -16.02867 0.19775 36.41734
C -15.75705 1.51336 36.12131
H -14.32795 2.42895 34.86729
H -13.69655 0.15326 34.07026
H -15.23006 -1.65166 35.48041
H -16.73302 -0.18224 37.13713
H -16.07133 2.35793 36.71833
N -14.00412 0.11677 30.77737
C -14.24584 -1.10234 31.33884
C -13.81247 -2.06856 30.45485
C -13.21624 -1.39218 29.35606
C -13.36900 -0.05973 29.57398
H -14.24581 1.02514 31.16655
H -14.79539 -1.13208 32.26663
H -13.81715 -3.14020 30.56740
H -12.71876 -1.83598 28.50967
H -12.98589 0.84889 29.13098
*
```

Arrangement ii

Molecular formula: C40H67N9O8S
Method: DFT, ωB97M-V/def2-TZVPD

Calculated values
HOMO energy, eV: -7.6
Orbital gap, eV: 8.1

The geometry in ORCA input format:
```
! RIJCOSX wB97M-V def2-TZVPD def2/J DEFGRID3
* xyz 0 1
C -11.57487 31.87685 23.06770
O -12.16344 32.89827 22.21258
C -13.55261 33.01989 22.41040
C -14.13254 33.79878 21.20231
N -13.82197 33.04906 19.84701
H -13.78369 32.05237 20.00589
H -14.61587 33.08720 19.22382
C -12.61801 33.47063 19.00844
C -12.61179 32.81928 17.63219
O -13.83004 33.10280 16.96166
C -13.78296 32.75063 15.59249
H -11.67636 32.17378 24.11155
H -10.50430 31.81761 22.87158
H -12.00222 30.87711 22.99034
H -13.81842 33.45467 23.37394
H -14.03722 32.04456 22.36580
H -13.58947 34.72911 21.03598
H -15.18656 34.06012 21.29637
H -11.81602 33.01993 19.59306
H -12.52227 34.55631 18.99345
H -12.59392 31.74445 17.81254
H -11.73925 33.03594 17.01588
H -14.75316 32.86357 15.10869
H -13.54814 31.68804 15.53020
H -12.92531 33.21668 15.10737
C -14.38524 24.64515 25.17771
O -14.57350 24.98060 23.80277
C -15.94539 25.45020 23.62615
C -16.39497 25.32777 22.15591
N -15.20682 25.71068 21.26025
H -14.90600 26.65334 21.46278
H -14.37897 25.14162 21.36481
C -15.75019 25.86807 19.80363
C -14.67758 26.19556 18.78962
O -13.85442 24.95470 18.65158
C -12.52970 25.09447 18.17851
H -15.11911 23.89377 25.46921
H -14.49709 25.56048 25.75887
H -13.43629 24.22872 25.51561
H -15.97885 26.51015 23.87812
H -16.65935 24.94689 24.27811
H -17.29083 25.93063 22.00726
H -16.59748 24.32003 21.79323
H -16.32341 26.75594 20.07043
H -16.43236 25.08781 19.46606
H -14.00589 27.03511 18.96875
H -15.15414 26.62332 17.90757
H -12.08874 24.09804 18.15040
H -11.95762 25.64113 18.92818
H -12.51337 25.65145 17.24171
S -14.86602 29.50011 20.68582
O -15.49982 30.35124 21.66990
O -13.69141 30.17605 20.15667
O -14.51728 28.22849 21.30548
O -15.77799 29.22903 19.61435
N -13.37789 29.30280 17.60388
C -14.35367 29.30193 16.64283
C -13.86617 28.61043 15.52141
C -12.55552 28.25177 15.78826
C -12.23086 28.74888 17.07716
H -13.58540 29.62845 18.53715
H -15.31839 29.73323 16.86577
H -14.42247 28.36496 14.62884
H -11.95299 27.63764 15.13542
H -11.29989 28.86167 17.61286
N -13.34332 28.18143 23.66543
C -12.23306 27.41766 23.92301
C -11.79863 27.72650 25.18097
C -12.66022 28.73297 25.70908
C -13.51553 29.09032 24.65816
H -13.78645 28.27939 22.76314
H -11.98301 26.63631 23.22061
H -10.96034 27.37058 25.76148
H -12.65512 29.14363 26.70794
H -14.30184 29.83065 24.66391
N -16.44532 31.43488 24.09389
C -17.76493 31.70150 24.39087
C -17.84970 32.36018 25.60588
C -16.58021 32.42386 26.13032
C -15.68393 31.92755 25.14518
H -15.99775 30.93652 23.33796
H -18.44950 31.41178 23.60740
H -18.71174 32.77892 26.10382
H -16.27258 32.82779 27.08353
H -14.60659 31.87389 25.09176
N -17.79122 28.58306 22.02797
C -18.08756 28.28535 23.33316
C -19.12754 27.36371 23.36368
C -19.63043 27.24136 22.06832
C -18.75072 27.95718 21.22828
H -16.99386 29.14322 21.76240
H -17.49476 28.71467 24.12731
H -19.59304 26.84447 24.18836
H -20.51057 26.66739 21.81868
H -18.67831 28.12028 20.16312
N -17.75228 28.95415 17.71306
C -17.58298 28.16491 16.59642
C -18.76074 28.01159 15.92234
C -19.72388 28.71497 16.69485
C -19.05562 29.28463 17.77677
H -17.02338 29.22076 18.35937
H -16.63212 27.67811 16.43739
H -18.97621 27.40519 15.05502
H -20.77083 28.84156 16.46191
H -19.41452 29.91168 18.57951
N -11.20809 29.19807 20.62729
C -9.98304 29.76547 20.87739
C -9.11288 28.77910 21.22278
C -9.79075 27.56377 21.28304
C -11.10831 27.86113 20.94037
H -12.11367 29.61651 20.46936
H -9.93440 30.83795 20.75980
H -8.04601 28.84415 21.37754
H -9.42132 26.58648 21.55660
H -11.95097 27.20087 20.79760
N -17.17969 31.80872 19.56377
C -17.26694 32.23429 18.26448
C -17.93947 33.41100 18.25105
C -18.35223 33.68038 19.55235
C -17.83088 32.66970 20.40269
H -16.70289 30.94744 19.78951
H -16.76410 31.62830 17.52533
H -18.14002 33.97012 17.34907
H -18.96551 34.53387 19.80104
H -17.98663 32.49532 21.45707
*
```

Most stable to least stable, the ends of the list are arrangement i and arrangement ii.

Arrangement i

Molecular formula: C8H13N
Method: DFT, ωB97M-V/def2-TZVPD

Calculated values
HOMO energy, eV: -8.6
Orbital gap, eV: 9.6
SMILES: C=C1CC[C@@]2(C)[C@@H]1N2C

The geometry in ORCA input format:
```
! RIJCOSX wB97M-V def2-TZVPD def2/J DEFGRID3
* xyz 0 1
C 0.53106 -0.66863 -2.59821
C 0.48729 -0.40096 -1.32218
C 1.20235 -1.23520 -0.23847
C 0.94939 -0.51730 1.09664
C 0.07453 0.68456 0.80900
C 0.27605 1.92775 1.61155
C -0.22344 0.69655 -0.64275
N -1.23272 0.47535 0.33270
C -1.99515 -0.76657 0.54896
H -0.13945 -0.17991 -3.31768
H 1.07728 -1.56668 -2.98599
H 2.30352 -1.39856 -0.38303
H 0.86310 -2.24023 -0.14719
H 1.95478 -0.24064 1.36931
H 0.59798 -1.18188 1.83159
H -0.09630 1.86779 2.62189
H -0.24653 2.73044 1.09341
H 1.30905 2.24649 1.51310
H -0.36600 1.61359 -1.30447
H -2.42832 -0.74918 1.52283
H -1.24774 -1.64193 0.52629
H -2.76479 -0.90792 -0.25632
*
```

Arrangement ii

Molecular formula: C8H13N
Method: DFT, ωB97M-V/def2-TZVPD

Calculated values
HOMO energy, eV: -8.2
Orbital gap, eV: 9.3

The geometry in ORCA input format:
```
! RIJCOSX wB97M-V def2-TZVPD def2/J DEFGRID3
* xyz 0 1
C 2.53316 -0.31496 0.12029
C 1.37924 0.50615 0.12166
C 0.55112 0.18354 -0.95990
C -0.98230 1.00176 0.58035
C -1.98245 -0.05654 0.38760
C -1.44682 -1.18857 -0.32898
C 0.05861 -1.00938 -0.15028
C 0.33723 -0.11602 0.97642
H 2.42747 -1.35786 -0.68465
H 3.40332 0.44112 -0.13846
H 2.81357 -0.88610 1.24768
H 1.64953 1.61514 0.26269
H 0.74853 -0.39922 -1.86359
H -0.62276 2.17977 -1.01054
H -0.86734 1.84630 1.21377
H -2.41826 -0.24232 1.37522
H -2.98730 -0.01834 -0.11401
H -1.83292 -2.07972 0.21615
H -1.68152 -1.41557 -1.29987
H 0.56147 -1.87381 -0.10479
H 0.56362 -0.18964 2.15174
N -0.63488 1.19205 -0.81918
*
```

Most stable to least stable, the ends of the list are arrangement i and arrangement ii.